(1)
A structure of composition C18H8Cl4IN2O7Re at a distorted geometry. Source: the OMol25 dataset; level of theory: ωB97M-V/def2-TZVPD.

```
41
Properties=species:S:1:pos:R:3:mulliken_spin:R:1
Re -0.3089 -0.1929 0.0293 1.1735
O -3.5263 2.5297 -0.2260 -0.0014
C -2.4813 1.7996 0.0088 0.0064
O -1.9062 1.1437 -0.8671 0.0144
C -1.9578 1.8102 1.4022 -0.0065
C -2.3531 2.6380 2.4431 -0.0010
C -1.6981 2.5318 3.6669 0.0036
C -0.6893 1.5878 3.8248 0.0007
C -0.3722 0.7799 2.7424 0.0005
N -0.9895 0.9006 1.5740 -0.0231
C 0.7338 -0.3009 2.7306 0.0058
O 1.3866 -0.5090 3.7156 0.0044
O 0.8541 -0.8810 1.5849 0.0238
H -3.8666 2.4500 -1.1373 0.0009
H -3.1530 3.3413 2.2868 0.0006
H -1.9560 3.1885 4.4847 -0.0001
H -0.1418 1.4656 4.7472 -0.0002
Cl 5.7375 -0.7302 -3.2461 -0.0131
C 4.4013 -0.1782 -2.3379 -0.0611
C 4.4584 1.0558 -1.7120 0.0278
C 3.3886 1.5241 -0.9623 -0.0433
I 3.4205 3.3412 0.0619 -0.0097
C 2.2094 0.7756 -0.8437 0.0096
O 1.1835 1.1651 -0.1762 -0.1062
C 2.1381 -0.4864 -1.5131 -0.0352
N 0.9602 -1.1489 -1.3763 -0.0227
C 0.8385 -2.3375 -1.9486 0.0257
C 1.8934 -2.9406 -2.6377 -0.0009
C 3.0939 -2.2813 -2.7861 0.0124
C 3.2354 -0.9928 -2.2432 0.0038
H 5.3479 1.6620 -1.7988 0.0001
H -0.1288 -2.8143 -1.8528 -0.0012
H 1.7647 -3.9322 -3.0424 0.0006
H 3.9193 -2.7423 -3.3083 -0.0006
Cl -5.3662 -2.6194 0.6901 -0.0001
C -4.0440 -2.2449 -0.4061 -0.0007
Cl -4.6228 -1.1622 -1.6937 0.0000
Cl -3.3544 -3.6932 -1.1158 0.0003
C -2.9641 -1.3775 0.2871 0.0128
O -3.3063 -0.4809 1.0336 0.0041
O -1.7777 -1.6427 -0.0805 -0.0048
```

Values from the calculation:
energy relative to the best compared isomer or geometry (same formula, charge and spin)	0.994	eV
charge	+1
HOMO (spin up / spin down)	-11.22 / -11.45	eV
orbital gap (spin up / spin down)	5.12 / 6.24	eV
E	-96424.62444	eV
LUMO level (spin up / spin down)	-6.100 / -5.214	eV
2S+1	2

***

(2)
A structure of composition C18H8F5N3O2Pt. Source: the OMol25 dataset; level of theory: ωB97M-V/def2-TZVPD.

```
37
Properties=species:S:1:pos:R:3:mulliken_charge:R:1
Pt -0.1747 0.3599 0.1128 0.4850
O -0.7101 4.4100 0.2236 -0.6565
C -0.3772 3.2525 0.1509 0.2918
N -1.1361 2.1193 0.2867 -0.1360
C -2.4923 2.0681 0.4706 0.2871
O -3.2829 2.9715 0.5943 -0.6583
C -2.9688 0.6163 0.4969 0.2779
C -4.3085 0.3322 0.6520 -0.4836
C -4.7211 -0.9915 0.6446 -0.2414
C -3.7734 -1.9888 0.4795 -0.8104
C -2.4438 -1.6367 0.3325 0.1917
N -2.0503 -0.3623 0.3438 -0.1158
C 1.0793 2.8840 -0.1332 0.2552
C 2.0097 3.8765 -0.3515 -0.4678
C 3.3202 3.5220 -0.6350 -0.2469
C 3.6544 2.1784 -0.6845 -0.8215
C 2.6738 1.2307 -0.4492 0.1735
N 1.4142 1.5754 -0.1817 -0.1347
H -4.9902 1.1626 0.7697 0.4683
H -5.7669 -1.2411 0.7635 0.4405
H -4.0478 -3.0337 0.4637 0.3942
H -1.6666 -2.3756 0.2045 0.3639
H 1.6746 4.9026 -0.2967 0.4692
H 4.0677 4.2826 -0.8152 0.4396
H 4.6612 1.8527 -0.9023 0.3929
H 2.8889 0.1727 -0.4643 0.3937
F 1.5180 -0.9795 -2.2557 -0.3304
C 1.4675 -1.8179 -1.1983 0.7261
C 0.7970 -1.4342 -0.0472 -1.5395
C 0.8252 -2.3659 0.9786 0.7818
F 0.1873 -2.1024 2.1386 -0.3323
C 1.4642 -3.5913 0.8871 0.2373
F 1.4570 -4.4517 1.9096 -0.2961
C 2.1212 -3.9251 -0.2838 0.6129
F 2.7467 -5.0985 -0.3948 -0.3137
C 2.1246 -3.0294 -1.3377 0.1984
F 2.7580 -3.3445 -2.4720 -0.2964
```

Values from the calculation:
energy relative to the best compared isomer or geometry (same formula, charge and spin)	0.000	eV
charge	0
HOMO	-8.87	eV
orbital gap	8.26	eV
E	-44196.28362	eV
LUMO level	-0.604	eV

***

(3)
A structure of composition C18H9BrCl5N5O3Ru at a distorted geometry. Source: the OMol25 dataset; level of theory: ωB97M-V/def2-TZVPD.

```
42
Properties=species:S:1:pos:R:3:mulliken_spin:R:1
Ru 0.2200 -0.3016 0.1018 3.9596
Br -0.7434 2.1149 2.0857 0.0419
C -1.5332 0.4562 2.5669 0.0036
C -2.3934 0.3215 3.6325 0.0019
C -2.9136 -0.9477 3.8675 0.0030
C -2.5594 -2.0056 3.0443 0.0040
C -1.6849 -1.7607 2.0030 0.0029
N -1.1858 -0.5498 1.7837 0.0975
C -1.2136 -2.8225 1.0153 0.0084
O -1.6241 -3.9466 1.1567 0.0324
O -0.3871 -2.3871 0.1053 0.2084
H -2.6525 1.1724 4.2449 0.0007
H -3.6007 -1.0995 4.6896 -0.0006
H -2.9443 -3.0081 3.1658 -0.0001
N 3.4621 -1.6492 -2.2056 0.0075
C 2.7211 -1.4646 -3.3492 0.0034
C 1.5236 -0.9632 -2.9415 0.0155
N 1.5368 -0.8464 -1.5760 0.0954
C 2.7132 -1.2679 -1.1630 0.0149
C 2.9982 -1.2205 0.2727 0.0102
N 2.1039 -0.6841 1.0858 0.0773
C 2.6034 -0.8102 2.3617 0.0096
C 3.8153 -1.4180 2.3053 -0.0012
N 4.0472 -1.6629 0.9702 0.0080
H 4.4057 -1.9987 -2.1777 -0.0001
H 3.0989 -1.7087 -4.3258 0.0009
H 0.6616 -0.6913 -3.5256 -0.0049
H 2.0655 -0.4538 3.2232 0.0008
H 4.5185 -1.6869 3.0728 0.0002
H 4.8397 -2.1649 0.6039 0.0005
Cl -2.4980 5.7179 -3.3843 0.0078
C -2.1194 4.1828 -2.7240 0.0446
C -0.8455 3.9288 -2.2295 -0.0246
Cl 0.3684 5.1425 -2.2844 -0.0009
C -0.5617 2.6855 -1.6803 0.0036
Cl 1.0320 2.3337 -1.0855 0.0484
C -1.5176 1.6765 -1.5902 0.0386
O -1.2718 0.5098 -1.0172 0.2536
C -2.7824 1.9380 -2.1243 0.0443
Cl -3.9443 0.6767 -2.0578 0.0065
C -3.0884 3.1779 -2.6670 -0.0213
Cl -4.6698 3.4852 -3.2498 -0.0021
```

Values from the calculation:
energy relative to the best compared isomer or geometry (same formula, charge and spin)	0.000	eV
charge	+1
HOMO (spin up / spin down)	-10.99 / -10.95	eV
orbital gap (spin up / spin down)	7.87 / 5.96	eV
E	-167635.55122	eV
LUMO level (spin up / spin down)	-3.119 / -4.988	eV
2S+1	6

***

(4)
A structure of composition C18H9Cl3F8N2O7Zr. Source: the OMol25 dataset; level of theory: ωB97M-V/def2-TZVPD.

```
48
Properties=species:S:1:pos:R:3:mulliken_charge:R:1
Zr 0.1711 -0.0274 -0.3601 0.9327
N -3.2557 -5.9144 2.6632 -0.3655
C -3.4986 -4.5960 2.8784 0.1684
O -4.3993 -4.1902 3.5797 -0.5911
C -2.5985 -3.6306 2.1472 0.9595
C -1.2894 -3.9184 1.7922 -1.0664
C -0.5449 -2.9538 1.1394 -0.4258
N -1.0322 -1.7466 0.8398 0.1576
C -2.2975 -1.4678 1.1901 -0.4878
C -3.1035 -2.3748 1.8466 -0.9630
H -3.8959 -6.5741 3.0722 0.2365
H -2.6611 -6.2276 1.9180 0.1996
H -0.8276 -4.8645 2.0385 0.4331
H 0.4798 -3.1374 0.8498 0.6018
H -2.6579 -0.4815 0.9376 0.5856
H -4.1134 -2.1178 2.1317 0.4873
F 1.6218 1.9047 6.0516 -0.3041
C 1.0462 1.6889 4.8675 0.6952
C -0.0543 2.4372 4.4773 0.1813
F -0.5318 3.3716 5.2974 -0.2881
C -0.6575 2.2252 3.2508 0.2285
F -1.7188 2.9583 2.9068 -0.3158
C -0.1786 1.2571 2.3665 0.3616
O -0.7262 1.0067 1.1935 -0.5649
C 0.9241 0.5287 2.7990 0.2557
F 1.3819 -0.4294 1.9428 -0.2370
C 1.5419 0.7184 4.0161 -0.2447
F 2.5962 -0.0172 4.3668 -0.2988
C 2.8142 2.4958 -0.1215 -1.1936
C 1.8364 1.4064 -0.3768 1.1787
O 1.8332 0.8312 -1.4830 -0.4672
H 3.6302 2.4803 -0.8421 0.3480
H 3.1864 2.4566 0.9023 0.3245
H 2.2552 3.4313 -0.2227 0.3119
F 0.3749 -0.9202 -3.0499 -0.1949
C 0.6717 -2.2298 -2.7485 0.9039
F -0.4459 -2.7627 -2.2334 -0.2487
F 0.9639 -2.8540 -3.8683 -0.2637
C 1.8313 -2.2107 -1.7103 0.2934
O 2.9153 -2.5943 -2.0368 -0.5660
O 1.4397 -1.7124 -0.5668 -0.4959
Cl -3.5817 0.3144 -3.5911 -0.1241
C -2.7807 1.6567 -2.7788 0.7309
Cl -3.9153 2.4751 -1.6874 -0.1304
Cl -2.1456 2.7913 -3.9658 -0.1123
C -1.6385 1.1512 -1.8702 0.2401
O -0.6790 1.8722 -1.5824 -0.4820
O -1.7609 -0.0120 -1.3656 -0.3839
```

Values from the calculation:
charge	0
HOMO	-8.97	eV
orbital gap	8.16	eV
E	-96716.72837	eV
LUMO level	-0.807	eV

***

(5)
A structure of composition C18H9Cl5N4Zr at a distorted geometry. Source: the OMol25 dataset; level of theory: ωB97M-V/def2-TZVPD.

```
37
Properties=species:S:1:pos:R:3:mulliken_charge:R:1
Zr 0.1678 0.0274 -1.2595 1.0103
C 4.9376 0.9835 0.7709 -0.3795
C 4.4116 2.2155 1.1901 -0.5496
C 3.0660 2.5364 0.8207 -0.4844
C 2.2350 1.5361 0.3010 1.0652
C 2.7766 0.2794 -0.0148 -0.2406
C 4.1572 0.0816 0.0699 -0.7661
N 0.8115 1.7020 0.0271 0.4260
N 0.3546 2.9190 0.3937 -0.4317
C -1.8318 2.3303 -0.0523 0.1686
C -3.2223 2.6980 0.2644 -0.4184
C -4.3081 1.8499 0.1044 -0.1393
C -4.3964 0.6217 -0.6136 -0.4751
C -3.4219 0.1276 -1.4561 -0.2167
N -2.1599 0.5489 -1.6412 -0.5104
H 5.9896 0.7450 0.9884 0.3867
H 5.0301 2.9254 1.8045 0.3740
H 2.7239 3.5580 0.9346 0.4439
H 2.1455 -0.6323 -0.3704 0.0958
H 4.5595 -0.8929 -0.3407 0.3347
H -3.2565 3.5211 0.9619 0.4598
H -5.2142 2.1897 0.6193 0.3888
H -5.3093 0.0776 -0.5458 0.4836
H -3.6803 -0.5729 -2.2005 0.5093
N -0.8704 3.1380 0.5733 -0.5409
C -1.3896 1.4253 -0.9346 0.7410
Cl -0.8723 -1.4152 2.6940 -0.0815
C -0.8330 -2.2127 1.1788 -0.1132
C -0.4518 -1.5576 0.0054 0.3462
C 0.1242 -2.3537 -0.9886 0.1031
Cl 0.8452 -1.5298 -2.9587 -0.2380
C 0.0375 -3.7177 -1.1664 -0.2134
Cl 0.7966 -4.7136 -2.3752 -0.1070
C -0.6316 -4.3428 -0.0810 0.2632
Cl -0.4794 -6.1024 -0.0061 -0.0828
C -1.0892 -3.5818 1.0141 0.4962
Cl -1.7518 -4.4122 2.2891 -0.1078
```

Values from the calculation:
energy relative to the best compared isomer or geometry (same formula, charge and spin)	4.386	eV
charge	+2
HOMO (spin up / spin down)	-14.54 / -14.54	eV
orbital gap (spin up / spin down)	5.26 / 5.26	eV
E	-88641.77007	eV
LUMO level (spin up / spin down)	-9.281 / -9.281	eV

***

(6)
A structure of composition C18H9IrN5S3 at a distorted geometry. Source: the OMol25 dataset; level of theory: ωB97M-V/def2-TZVPD.

```
36
Properties=species:S:1:pos:R:3:mulliken_spin:R:1
Ir 12.9696 9.8699 4.3747 1.2674
S 15.1469 9.7829 4.1565 0.3627
C 15.6243 11.4012 3.7977 0.3164
C 16.9381 11.7674 4.0245 -0.0516
C 17.2942 13.1196 3.9381 0.3939
C 18.6301 13.4867 4.2117 -0.0164
N 19.7316 13.7247 4.4706 0.2685
C 16.3301 14.1080 3.6568 0.3770
C 15.0057 13.7618 3.4129 -0.0638
C 14.6233 12.4042 3.5434 0.3956
S 12.9663 11.9503 3.6293 0.3780
C 16.6795 15.4598 3.7580 -0.0354
N 16.8906 16.6343 3.8140 0.2982
H 17.6604 11.0659 4.3165 0.0003
H 14.1805 14.4727 3.2884 -0.0005
N 9.3813 8.7841 5.8048 0.0122
C 8.9633 10.1106 5.8382 -0.0071
C 7.6678 10.6601 5.7763 0.0060
C 7.5943 12.0690 5.6882 -0.0035
C 8.7268 12.8751 5.5806 0.0083
C 10.0199 12.3644 5.6348 -0.0038
C 10.1334 10.9365 5.7171 -0.0033
N 11.2577 10.0218 5.4997 0.0415
C 10.7215 8.8010 5.7720 0.0189
C 11.5505 7.5943 5.5531 0.0070
C 11.4870 6.1832 5.7185 0.0005
S 12.9849 5.4534 5.2205 0.0055
C 13.3740 6.8313 4.4012 0.0462
N 12.5749 7.9430 4.6882 -0.0049
H 8.8255 7.8643 5.7524 0.0002
H 6.8106 9.9901 5.8897 0.0002
H 6.5772 12.4753 5.8088 0.0000
H 8.6392 13.9557 5.5041 0.0005
H 10.8474 13.0197 5.7846 -0.0099
H 10.6157 5.6091 6.0627 0.0010
H 14.1240 6.8452 3.6009 -0.0061
```

Values from the calculation:
charge	+1
HOMO (spin up / spin down)	-8.23 / -12.12	eV
orbital gap (spin up / spin down)	3.78 / 5.65	eV
E	-61596.04140	eV
LUMO level (spin up / spin down)	-4.445 / -6.475	eV
2S+1	5